(1)
Below is a 3-piece molecular cluster, C12H30O3 overall in a non-equilibrium geometry, with properties calculated with ωB97M-V with the def2-TZVPD basis set.

Summary:
Multiplicity ... 1
ΔE to the lowest compared entry with this formula, charge and spin ... 0.000 eV
Highest occupied orbital energy ... -9.42 eV
SMILES ... CCOCC.CCOCC.CCOCC
Charge ... 0
Energy ... -700.68166 hartree

Each line ends with the natural charge from an NBO analysis.
Geometry (Å):
O 14.39300 77.15000 25.78300  -0.565
O 14.71700 78.89200 29.46300  -0.543
O 17.04200 81.72000 24.35400  -0.565
C 15.48800 81.44500 22.59300  -0.637
C 13.32500 77.52600 24.84800  -0.074
C 14.29900 76.60400 30.28000  -0.625
C 17.36900 81.54500 25.74700  -0.068
C 14.72300 77.50600 29.09200  -0.048
C 12.24200 78.10700 25.46600  -0.620
C 15.67500 81.33300 24.01700  -0.099
C 14.51500 81.16900 28.67700  -0.634
C 18.79100 81.80400 25.75200  -0.613
C 15.39100 76.35500 25.09600  -0.078
C 14.91200 79.84100 28.33500  -0.075
C 16.52200 76.16100 26.05100  -0.639
H 16.19000 75.45900 26.84900  0.212
H 15.02800 75.47500 24.67300  0.183
H 13.78200 78.18900 24.10200  0.169
H 15.64900 77.08400 28.72200  0.159
H 14.03700 77.35000 28.38000  0.171
H 12.87200 76.63600 24.50200  0.177
H 19.07100 82.77300 25.51600  0.213
H 15.67200 80.27600 24.29000  0.178
H 16.23400 80.86100 21.98600  0.219
H 14.57100 81.88700 27.95600  0.216
H 14.57600 75.56300 30.13300  0.208
H 15.86800 80.11100 27.83500  0.167
H 13.49300 80.98100 29.09400  0.206
H 14.76500 76.72200 31.21000  0.213
H 17.17100 76.95200 26.37500  0.226
H 15.06900 81.64100 29.55900  0.208
H 12.28000 78.87900 26.01800  0.209
H 16.95100 82.25900 26.20000  0.163
H 13.20200 76.72500 30.34600  0.203
H 15.07200 82.14900 24.45600  0.184
H 14.36600 79.43000 27.33300  0.166
H 19.37800 81.17700 25.00900  0.213
H 19.30900 81.71200 26.72400  0.208
H 17.23600 75.39300 25.66000  0.215
H 15.44700 82.52400 22.30300  0.213
H 15.75400 77.20000 24.46000  0.172
H 17.12600 80.52300 25.99400  0.167
H 14.50400 81.16800 22.09900  0.224
H 11.70300 77.44400 26.19600  0.200
H 11.46500 78.34900 24.85500  0.221

Cartesian forces, eV/Å:
-1.5 -0.7 -0.3
1.2 1.1 -1.7
-0.7 -0.2 -0.9
-0.8 0.8 -4.5
4.5 -1.4 -0.4
-1.2 0.3 -1.5
2.3 -4.6 -5.5
2.0 -0.2 3.3
-4.1 -3.6 2.3
1.7 0.6 1.7
-2.6 0.3 5.6
3.9 -2.1 0.5
1.3 5.3 1.3
0.4 -3.1 -3.4
0.8 -4.1 0.5
-0.1 1.2 0.4
-0.7 -1.3 -0.9
-0.1 -0.4 -0.4
0.7 0.7 -0.2
-2.5 -0.4 -3.0
0.4 -1.3 -1.6
-0.1 2.2 -0.9
-1.2 0.1 0.8
-0.4 0.8 0.6
-0.2 1.6 -2.4
-0.4 -0.2 -0.9
1.0 -1.9 1.1
0.2 1.2 -0.4
0.6 1.3 1.4
-0.5 0.8 0.2
-0.3 -1.0 -1.0
1.6 6.2 3.9
-4.0 5.0 4.4
0.5 -0.4 0.5
-0.6 -1.3 0.7
0.6 0.7 2.5
-0.9 0.4 0.9
-0.5 -0.6 -0.1
-0.2 0.8 -0.6
0.9 -0.7 0.0
0.0 -1.6 -1.2
-0.3 -0.2 0.7
0.7 -0.4 1.4
0.7 -0.2 -0.6
-2.0 0.5 -2.6

---

(2)
Below is C12H31BBr10FNbO4PS as an isolated structure in a non-equilibrium geometry, with properties calculated with ωB97M-V with the def2-TZVPD basis set.

Summary:
Multiplicity ... 1
Highest occupied orbital energy ... -4.65 eV
Charge ... -1
Energy ... -27437.94630 hartree

Each line ends with the natural charge from an NBO analysis.
Geometry (Å):
Nb -2.71438 1.22143 1.19952  1.336
Br 1.66806 -7.23227 1.64825  -0.011
Br 4.33585 -5.92760 3.84038  -0.023
Br 3.78359 6.13530 -2.63943  -0.011
Br 1.94463 -2.36728 4.88771  -0.029
Br 4.46504 2.52010 -2.94062  0.003
Br -5.18074 -3.92294 -1.36367  0.008
Br 1.26319 1.24793 5.18890  0.037
Br 0.57740 3.01777 -2.48578  0.000
Br -3.87530 -2.31687 -4.41999  -0.005
Br -0.34514 2.76484 -6.05084  -0.025
S -2.92721 2.25788 3.53250  1.698
P -2.76341 0.14859 -1.14428  0.275
F -1.46683 2.18087 4.42919  -0.545
O 0.57756 1.85526 1.42252  -1.003
O -4.08978 1.43702 4.21434  -0.876
O -3.47692 3.68534 3.29514  -0.877
O 0.01976 -0.60102 1.66810  -1.002
C -3.75669 -4.17545 -3.83925  -0.451
C 0.41754 4.26411 -5.06284  -0.444
C -4.64798 -0.26743 -1.40724  -0.917
C 2.74571 0.19549 5.89468  -0.473
C 5.26612 5.08286 -1.93365  -0.446
C 1.43950 3.79156 -4.05475  -0.471
C 2.44171 -6.20938 4.21249  -0.449
C 5.70501 4.02599 -2.92073  -0.455
C 3.18461 -0.86139 4.90760  -0.443
C -5.03913 -4.62468 -3.17783  -0.454
C 1.93980 -7.47868 3.56373  -0.450
C -2.33415 1.58351 -2.38373  -0.932
B -0.48292 0.80239 1.46552  0.653
H -4.94988 -0.27360 -2.54311  0.217
H 1.91384 -5.31249 3.87919  0.246
H -5.22539 0.53638 -0.77735  0.253
H 2.41810 -0.21523 6.85359  0.227
H 6.07010 5.80427 -1.75996  0.227
H 2.62034 -8.32605 3.68360  0.228
H 3.54969 0.91689 6.06837  0.223
H 4.14675 -1.29033 5.20487  0.220
H -0.41693 4.80830 -4.61378  0.235
H -5.93809 -4.30847 -3.71391  0.230
H 0.88945 4.89412 -5.82342  0.221
H -1.60305 1.22048 -3.24416  0.226
H -3.03376 -0.45531 1.87079  -0.373
H -5.05237 -5.71273 -3.06406  0.223
H 5.77800 4.39324 -3.94735  0.230
H -1.87686 2.51136 -1.80213  0.257
H 2.37462 -6.28137 5.30263  0.228
H 2.12190 3.03444 -4.45049  0.233
H 4.93851 4.67215 -0.97474  0.243
H 0.39702 -0.68665 2.59621  0.491
H 2.02140 4.63558 -3.67266  0.238
H -3.36046 1.88241 -2.89974  0.224
H 3.25759 -0.49414 3.88098  0.240
H -4.52170 1.54545 1.02934  -0.441
H 6.66716 3.59705 -2.62345  0.229
H -2.88197 -4.25162 -3.18870  0.239
H 0.95590 -7.74910 3.95841  0.229
H -2.28324 2.83698 0.49953  -0.410
H -3.57447 -4.74737 -4.75456  0.222
H 0.85189 1.90925 0.45340  0.488
H -4.92857 -1.32715 -0.97326  0.240

Cartesian forces, eV/Å:
-2.1 -1.3 -2.4
0.1 -0.1 0.1
-0.1 0.0 0.0
0.2 0.1 0.2
0.0 0.1 -0.1
0.2 0.1 0.0
-0.1 -0.2 -0.2
0.1 -0.2 0.1
0.5 0.2 -0.2
0.1 -0.2 0.0
-0.1 0.1 0.1
-6.4 1.6 1.0
-0.8 1.4 0.4
-1.5 0.5 -0.1
-1.1 -1.8 -1.7
4.7 2.1 -1.5
2.8 -3.6 1.3
-0.4 2.4 1.2
0.0 0.1 -0.3
0.1 0.0 -0.2
-1.2 -0.1 0.2
-0.1 0.4 -0.1
0.1 0.2 0.0
0.0 0.1 0.2
0.1 0.0 0.3
0.1 -0.3 0.1
0.3 -0.2 0.1
0.0 -0.2 0.3
-0.2 0.0 -0.1
-0.5 0.5 -1.0
4.1 -1.0 1.1
0.7 0.2 2.2
0.1 -0.3 0.0
0.9 -1.6 -1.6
0.1 0.0 -0.3
-0.1 -0.2 -0.1
-0.1 0.3 0.0
-0.1 -0.2 -0.1
-0.2 0.1 0.0
0.2 -0.2 0.0
0.3 0.0 0.1
0.0 -0.1 0.2
-1.5 0.8 1.9
0.4 -0.4 -0.2
0.1 0.2 -0.1
-0.1 0.0 0.3
-1.2 -2.2 -1.4
0.0 0.0 -0.2
-0.3 0.3 0.0
0.0 0.0 -0.3
-0.5 0.3 -1.7
-0.2 -0.3 -0.2
2.1 -0.4 1.1
-0.1 0.0 0.3
-0.3 0.3 0.6
-0.2 0.2 0.0
-0.3 0.0 0.0
0.2 0.1 0.0
0.7 0.2 -0.5
-0.1 0.1 0.2
-0.4 0.0 1.8
0.9 2.3 -0.9

---

(3)
Below is a 3-piece molecular cluster, C12H31BBrN2O12P4 overall in a non-equilibrium geometry, with properties calculated with ωB97M-V with the def2-TZVPD basis set.

Summary:
Multiplicity ... 1
Highest occupied orbital energy ... -11.96 eV
Charge ... +1
Energy ... -5452.57588 hartree

Each line ends with the natural charge from an NBO analysis.
Geometry (Å):
Br 2.43413 -3.00399 -5.73305  -0.172
P 1.11395 -1.84500 -4.37884  1.037
P 2.82537 5.45134 4.91903  2.592
P -3.57480 -5.18787 -4.45902  0.807
P -0.21798 -0.26967 2.09263  2.576
O 1.82714 6.66640 5.04778  -0.818
O -0.75156 -0.16052 0.59864  -0.817
O -3.55255 -1.48512 -4.93256  -0.900
O 2.38196 4.33202 4.09471  -1.114
O 3.10874 5.05911 6.41899  -0.814
O 0.55326 -1.65304 2.07228  -0.832
O 0.97849 0.76431 2.18804  -0.833
O -1.26346 -0.12622 3.09286  -1.079
O 1.99077 -1.56980 -3.03345  -0.952
O -1.71910 -2.77492 -5.74728  -0.512
O 4.15078 6.17195 4.40794  -0.829
O -1.61143 -0.35002 -5.77935  -0.906
N -1.32393 -4.66856 -2.89399  -0.471
N -1.31415 -3.36149 -4.58787  -0.030
C 1.32944 -2.01264 3.23063  -0.251
C -4.09387 -4.55081 -6.09306  -0.928
C -4.84069 -4.62963 -3.24786  -0.699
C 0.67277 2.17138 2.08073  -0.268
C 3.53650 6.05823 7.35848  -0.252
C -0.15585 -3.08617 -3.87938  -0.267
C 5.34674 5.38503 4.30893  -0.254
C 1.47949 7.40755 3.86677  -0.249
C 0.15171 -0.31375 -0.49250  -0.247
C -0.18194 -3.91841 -2.80366  -0.019
C -4.59351 -5.30110 -1.87045  -0.607
C -2.01562 -4.33139 -3.98871  0.156
B -2.30404 -1.47834 -5.46086  1.312
H -1.18011 0.01936 -5.00077  0.518
H -4.58338 -3.58823 -6.03780  0.248
H -4.85793 -3.54971 -3.16621  0.236
H 1.21272 2.70433 2.85782  0.244
H 1.51593 -1.15335 3.87194  0.204
H 0.15653 0.60600 -1.07779  0.187
H 6.02020 5.66339 5.11859  0.186
H -3.64795 -0.82946 -4.23528  0.517
H -4.74561 -5.30400 -6.51952  0.260
H 2.28105 -2.40975 2.88517  0.187
H 1.51277 8.46529 4.11530  0.195
H -5.41263 -5.96517 -1.63595  0.240
H 5.13241 4.31800 4.36455  0.197
H 1.00425 2.52745 1.10519  0.173
H -4.42304 -4.57570 -1.08599  0.226
H 4.51679 5.77714 7.73889  0.189
H -1.61295 -5.37952 -2.24312  0.456
H 3.59870 7.04532 6.90443  0.194
H 2.59680 -2.31704 -2.91168  0.500
H -0.18693 -1.13987 -1.11975  0.162
H -0.39503 2.35837 2.19328  0.194
H 0.47095 7.13776 3.56081  0.193
H -3.70415 -5.92678 -1.90776  0.179
H -3.21078 -4.51192 -6.71770  0.257
H 2.17279 7.21324 3.04982  0.192
H 5.82141 5.60456 3.35609  0.196
H 2.82426 6.08590 8.17912  0.199
H 0.79762 -2.77678 3.79297  0.194
H -5.78379 -5.00353 -3.62457  0.255
H 1.16730 -0.52065 -0.15903  0.202
H 0.57505 -3.96354 -2.04763  0.257

Cartesian forces, eV/Å:
-0.2 -0.2 0.4
-0.7 1.7 -0.7
0.0 0.1 0.1
-0.2 -1.2 -0.4
0.2 0.1 0.2
0.2 0.1 -0.1
-0.1 -0.2 0.0
0.5 -0.8 0.7
0.0 -0.3 -0.1
-0.1 0.0 0.0
0.2 0.0 -0.1
0.0 -0.1 -0.1
-0.3 0.1 -0.1
-0.2 -1.3 -0.5
0.4 0.3 0.0
0.0 0.0 0.0
0.0 -0.5 0.4
0.4 0.1 0.1
-0.4 -0.6 0.4
0.0 -0.1 0.1
0.4 0.1 0.4
0.8 -0.1 0.7
0.0 0.2 0.1
0.1 0.0 0.1
1.0 -0.4 0.2
0.1 0.0 0.0
-0.1 0.1 -0.1
0.1 0.1 -0.1
0.1 0.6 -0.5
0.4 0.2 -0.6
-1.1 0.5 -0.2
-0.2 0.4 -0.4
0.3 0.5 -0.3
-0.1 0.2 -0.1
-0.3 0.2 -0.1
0.0 0.0 0.0
0.0 0.0 0.0
0.0 0.0 0.0
0.0 0.0 0.0
-0.5 0.5 -0.3
-0.2 -0.1 0.0
0.0 0.0 -0.1
0.0 0.0 0.1
-0.2 0.0 0.3
0.0 0.0 0.0
0.0 -0.1 0.0
-0.2 0.1 0.2
0.0 -0.1 0.0
-0.1 -0.1 0.0
0.0 0.0 -0.1
0.3 0.2 0.5
0.0 0.0 0.0
0.0 -0.1 0.0
0.0 -0.1 0.0
0.1 -0.2 0.1
0.1 0.1 -0.2
0.0 0.0 0.0
0.0 0.0 0.0
0.0 0.0 0.0
-0.1 0.0 0.0
-0.2 0.2 -0.4
0.0 0.0 0.0
-0.1 -0.4 0.4